1.
The following is a quantum chemistry calculation of an isolated molecule of C20H22N4O4S, from the OMol25 dataset.

Values from the calculation:
HOMO level: -7.9 eV
Total charge: 0
Lowest unoccupied orbital energy: 0.01526 Ha
SMILES string: CCCCc1ccc(NC(=O)CSc2nnc(CNC(=O)c3ccco3)o2)cc1

Each line ends with the Löwdin charge.
Geometry (Å):
C (-3.822, -0.015, -2.087)  -0.10
C (-3.167, 0.051, -0.712)  -0.26
C (-3.439, -1.187, 0.143)  -0.20
C (-2.714, -2.448, -0.348)  -0.16
C (-1.222, -2.300, -0.261)  -0.24
C (-0.555, -2.532, 0.936)  -0.04
C (0.813, -2.366, 1.045)  -0.01
C (1.544, -1.944, -0.058)  -0.23
N (2.925, -1.716, -0.031)  0.13
C (3.764, -1.746, 1.028)  -0.54
O (3.512, -2.174, 2.132)  0.06
C (5.146, -1.168, 0.701)  -0.33
S (5.157, 0.627, 1.066)  1.03
C (4.121, 1.158, -0.206)  -0.68
N (3.910, 0.576, -1.350)  0.03
N (2.957, 1.293, -1.977)  0.11
C (2.629, 2.258, -1.186)  -0.36
C (1.550, 3.258, -1.385)  -0.06
N (0.499, 3.062, -0.402)  0.10
C (0.320, 1.912, 0.297)  -0.39
O (1.052, 0.945, 0.205)  0.10
C (-0.823, 1.930, 1.214)  -0.19
C (-1.221, 0.968, 2.106)  0.01
C (-2.373, 1.477, 2.741)  -0.04
C (-2.593, 2.706, 2.192)  -0.11
O (-1.664, 2.994, 1.270)  0.04
O (3.375, 2.267, -0.055)  0.09
C (0.889, -1.713, -1.264)  -0.02
C (-0.476, -1.892, -1.360)  -0.04
H (-3.643, 0.907, -2.636)  0.07
H (-4.897, -0.153, -1.991)  0.07
H (-3.421, -0.838, -2.672)  0.06
H (-3.554, 0.927, -0.182)  0.10
H (-2.088, 0.179, -0.821)  0.09
H (-3.119, -0.981, 1.166)  0.09
H (-4.515, -1.380, 0.161)  0.11
H (-3.007, -2.661, -1.377)  0.11
H (-3.033, -3.289, 0.272)  0.11
H (-1.118, -2.854, 1.801)  0.12
H (1.315, -2.549, 1.981)  0.10
H (3.275, -1.282, -0.881)  0.10
H (5.887, -1.590, 1.379)  0.08
H (5.441, -1.303, -0.337)  0.08
H (1.958, 4.267, -1.265)  0.14
H (1.166, 3.132, -2.404)  0.14
H (-0.180, 3.799, -0.299)  0.14
H (-0.736, 0.027, 2.262)  0.12
H (-2.958, 1.000, 3.500)  0.11
H (-3.350, 3.444, 2.370)  0.12
H (1.453, -1.370, -2.120)  0.11
H (-0.968, -1.711, -2.305)  0.11

Forces on the atoms, in the same order (eV/Å):
0.158 0.076 0.194
-0.183 -0.079 0.041
0.104 0.071 -0.157
-0.076 0.156 0.173
-0.109 -0.124 -0.026
-0.057 0.056 -0.221
0.169 0.001 0.173
-0.311 -0.224 0.052
-0.094 0.013 -0.436
0.559 -0.045 -0.224
-0.097 -0.038 0.302
-0.280 0.335 0.020
0.254 -0.087 0.420
-0.012 -0.357 -0.617
1.010 -0.204 0.874
-1.106 1.056 -0.561
0.365 -0.192 -0.725
0.043 -0.076 0.096
-0.108 0.444 -0.156
-0.022 0.169 -0.071
-0.292 -0.088 0.288
-0.155 -1.116 0.775
0.450 0.573 -0.657
-0.185 0.529 -0.154
-0.364 -0.492 0.563
0.247 0.300 -0.387
0.000 0.021 0.052
0.086 -0.079 0.100
0.075 -0.042 0.075
-0.022 0.048 -0.123
-0.126 -0.026 -0.051
0.000 -0.100 -0.148
0.094 0.044 0.030
0.006 0.095 0.045
-0.058 -0.049 0.073
-0.062 0.019 0.080
-0.023 -0.095 -0.020
-0.014 -0.052 -0.094
-0.059 -0.064 0.099
0.036 -0.021 0.017
0.102 -0.074 0.321
-0.080 0.005 -0.054
0.049 -0.081 0.030
-0.079 -0.102 -0.091
0.188 0.019 0.139
0.037 -0.092 0.076
0.160 -0.210 -0.030
-0.172 -0.042 0.162
-0.045 0.153 -0.052
0.072 0.051 -0.110
-0.068 0.017 -0.107

---

2.
The following is a quantum chemistry calculation of a structure of composition C20H22N6O2OsP, from the OMol25 dataset.

Values from the calculation:
HOMO level (alpha / beta): -17.8 / -17.5 eV
Total charge: +3
Lowest unoccupied orbital energy (alpha / beta): -0.43475 / -0.44728 Ha

Each line ends with the Löwdin charge.
Geometry (Å):
Os (0.404, -0.547, 0.666)  1.67
C (0.093, 2.900, 4.893)  0.04
N (0.653, 2.011, 3.865)  -0.08
C (1.994, 1.787, 3.700)  0.02
C (2.134, 0.930, 2.654)  -0.04
N (0.875, 0.633, 2.195)  -0.11
C (-0.016, 1.303, 2.943)  -0.40
P (-1.828, 1.232, 2.714)  1.23
C (-1.785, 1.489, 0.899)  -0.41
N (-0.961, 0.829, 0.060)  -0.14
C (-1.231, 1.281, -1.217)  -0.05
C (-2.216, 2.207, -1.136)  0.02
N (-2.550, 2.324, 0.195)  -0.08
C (-3.557, 3.267, 0.703)  0.04
C (-1.893, -0.587, 2.637)  -0.43
N (-1.073, -1.324, 1.878)  -0.13
C (-1.428, -2.638, 2.048)  -0.05
C (-2.470, -2.684, 2.924)  0.01
N (-2.752, -1.394, 3.279)  -0.09
C (-3.795, -1.009, 4.240)  0.03
H (0.471, 3.908, 4.736)  0.12
H (0.392, 2.540, 5.874)  0.12
H (-0.990, 2.902, 4.821)  0.07
H (2.733, 2.250, 4.332)  0.16
H (3.028, 0.515, 2.223)  0.13
H (-0.704, 0.919, -2.083)  0.13
H (-2.705, 2.791, -1.898)  0.16
H (-4.399, 3.276, 0.015)  0.12
H (-3.123, 4.262, 0.766)  0.12
H (-3.899, 2.946, 1.683)  0.08
H (-0.923, -3.447, 1.551)  0.13
H (-3.027, -3.519, 3.315)  0.15
H (-4.659, -1.649, 4.089)  0.11
H (-4.085, 0.024, 4.071)  0.08
H (-3.421, -1.129, 5.254)  0.12
C (3.629, 0.119, -2.122)  0.04
C (2.784, -0.585, -1.124)  -0.29
O (1.895, 0.104, -0.551)  -0.12
C (3.001, -1.988, -0.792)  -0.08
C (3.942, -2.720, -1.515)  0.03
C (4.254, -4.033, -1.179)  0.02
C (3.661, -4.636, -0.071)  0.02
C (2.746, -3.937, 0.690)  0.05
C (2.388, -2.631, 0.332)  -0.26
O (1.506, -2.029, 1.127)  -0.18
H (3.356, 1.170, -2.158)  0.11
H (3.482, -0.323, -3.111)  0.12
H (4.688, 0.019, -1.878)  0.12
H (4.442, -2.269, -2.360)  0.13
H (4.971, -4.581, -1.775)  0.14
H (3.924, -5.651, 0.199)  0.14
H (2.287, -4.374, 1.567)  0.14

Forces on the atoms, in the same order (eV/Å):
0.383 -0.131 0.169
-0.012 0.013 0.005
-0.059 -0.030 -0.071
0.032 -0.046 -0.024
0.077 0.033 0.007
-0.038 -0.083 -0.089
-0.037 0.037 0.095
-0.013 -0.016 0.007
-0.105 0.017 0.030
0.054 -0.130 -0.011
0.004 0.048 -0.048
0.020 -0.029 -0.037
0.050 -0.025 0.056
-0.007 0.007 0.004
-0.007 0.006 -0.013
-0.029 -0.005 -0.016
0.031 0.005 0.010
-0.012 0.011 -0.003
0.006 -0.001 0.009
-0.005 -0.004 0.005
0.003 0.000 0.000
0.003 -0.004 -0.002
0.001 0.000 0.000
0.005 0.000 0.002
0.002 -0.004 -0.002
0.004 0.003 -0.003
-0.001 0.000 -0.005
-0.004 -0.008 0.002
-0.001 0.002 -0.009
0.009 0.005 0.003
0.007 -0.003 0.000
-0.002 -0.003 0.000
-0.003 0.005 -0.004
0.004 0.002 0.004
-0.002 -0.004 -0.001
0.012 0.015 0.006
0.072 -0.175 -0.016
-0.089 0.087 0.057
-0.167 0.069 0.062
0.167 -0.260 -0.020
-0.012 0.198 -0.087
-0.007 0.015 0.003
-0.053 0.193 -0.032
0.261 -0.343 -0.279
-0.532 0.529 0.231
0.001 0.003 -0.002
-0.002 0.001 0.005
-0.005 -0.003 -0.002
0.003 -0.007 0.003
-0.006 0.005 -0.003
-0.001 -0.001 0.000
-0.001 0.003 0.001

---

What did we get for strongest force on any atom? Answer: 1.63 0.79 eV/Å, in the order shown.
What did we get for ΔE to the lowest compared entry with this formula, charge and spin? Answer: 42.2 0.0 kcal/mol, in the order shown.